Record 1
C3H4F3N | ωB97M-V with the def2-TZVPD basis set

```
11
Properties=species:S:1:pos:R:3:forces:R:3
C -1.268 -0.674 -0.759 -1.693 0.633 0.453
C 0.115 -0.614 -0.443 3.875 1.057 2.392
C 0.848 0.880 1.418 -0.635 -0.399 -3.638
N -0.164 0.063 -1.559 -1.297 0.411 -0.976
F 1.910 0.291 1.955 -0.062 0.326 0.545
F 1.190 2.240 1.152 -0.721 -2.352 0.707
F -0.208 0.828 2.221 0.356 0.514 0.663
H -1.902 -1.550 -1.062 1.359 0.722 -0.038
H -1.836 0.026 -0.089 0.312 -0.416 -1.283
H 0.995 -1.244 -0.411 -0.500 -0.457 0.525
H 0.320 -0.246 -2.423 -0.995 -0.039 0.650
```
Positions in Å, forces in eV/Å.

HOMO level (alpha / beta) = -8.14 / -8.32 eV
Relative energy (zero: lowest compared OMol25 entry of this formula, charge and spin) = 435.08 kJ/mol
Frontier orbital gap (alpha / beta) = 8.365 / 8.588 eV
Charge = 0
Energy = -12813.4843 eV

Record 2
C3H4F3N | ωB97M-V with the def2-TZVPD basis set

```
11
Properties=species:S:1:pos:R:3:forces:R:3
C -0.211 0.486 -0.160 1.712 6.111 -0.430
C -0.537 -0.952 -0.087 -5.434 -7.161 0.515
C -1.711 -1.394 0.756 -0.510 -1.137 -2.457
N 0.558 -0.420 0.717 4.640 0.618 -2.800
F -2.406 -2.356 0.061 0.687 -0.247 0.116
F -1.435 -1.911 1.961 0.655 -0.212 0.831
F -2.659 -0.494 0.994 -0.493 1.809 0.512
H 0.358 0.847 -1.052 0.061 -0.109 1.007
H -0.581 1.354 0.411 -0.835 -0.393 -0.164
H -0.497 -1.632 -0.966 0.594 0.730 0.822
H 1.498 -0.602 0.236 -1.076 -0.010 2.047
```
Positions in Å, forces in eV/Å.

HOMO level (alpha / beta) = -3.12 / -12.61 eV
Relative energy (zero: lowest compared OMol25 entry of this formula, charge and spin) = 321.51 kJ/mol
Frontier orbital gap (alpha / beta) = 3.597 / 8.373 eV
Multiplicity = 3
Charge = 0
Energy = -12809.5869 eV
<S²> = 2.01

Record 3
C3H4F3N3 | ωB97M-V with the def2-TZVPD basis set

```
13
Properties=species:S:1:pos:R:3:forces:R:3
C -0.481 -0.372 -0.929 3.500 2.003 1.205
C -0.177 -0.355 0.636 -0.869 0.375 -1.124
C 2.848 -1.232 1.756 -2.095 -1.578 -3.124
N 0.581 -1.290 -1.462 -1.133 -0.648 0.017
N 1.223 -1.785 -0.503 1.140 0.192 -2.626
N 0.889 -1.386 0.663 1.715 1.025 4.704
F 2.766 -0.463 2.794 0.067 -0.482 -0.351
F 3.011 -2.526 1.962 -0.329 1.235 0.754
F 3.724 -0.861 0.845 -0.613 0.524 0.830
H -1.454 -0.511 -1.269 -1.614 -0.978 -0.368
H -0.175 0.633 -1.344 -0.439 -0.835 0.300
H 0.027 0.728 0.877 0.368 -1.408 0.333
H -0.970 -0.764 1.300 0.303 0.574 -0.548
```
Positions in Å, forces in eV/Å.

HOMO level (alpha / beta) = -8.78 / -8.63 eV
Relative energy (zero: lowest compared OMol25 entry of this formula, charge and spin) = 406.59 kJ/mol
Frontier orbital gap (alpha / beta) = 7.916 / 7.524 eV
Charge = 0
Energy = -15793.5705 eV

Record 4
C3H4F3N3 | ωB97M-V with the def2-TZVPD basis set

```
13
Properties=species:S:1:pos:R:3:forces:R:3
C -1.667 1.055 -1.343 1.499 -1.578 2.676
C -0.461 -0.541 0.333 -5.212 -3.230 0.055
C 0.885 0.054 0.513 3.545 -0.996 -1.725
N -1.894 1.529 -2.362 -0.448 0.640 -1.385
N -0.715 -1.735 -0.374 1.025 3.353 -0.052
N 1.093 1.351 0.727 -0.015 1.477 0.164
F -1.267 -0.437 1.411 1.237 0.430 -1.414
F 1.673 -0.711 1.401 -1.347 -0.513 0.116
F 1.560 -0.215 -0.675 -0.463 -0.596 -0.335
H -1.751 -2.036 -0.490 2.558 1.026 0.223
H -0.089 -1.643 -1.228 -1.441 -0.862 0.992
H 0.521 1.828 1.391 0.005 0.377 0.302
H 2.112 1.498 0.696 -0.942 0.473 0.383
```
Positions in Å, forces in eV/Å.

HOMO level (alpha / beta) = -9.81 / -9.81 eV
Relative energy (zero: lowest compared OMol25 entry of this formula, charge and spin) = 285.75 kJ/mol
Frontier orbital gap (alpha / beta) = 7.863 / 7.861 eV
Charge = 0
Energy = -15794.8230 eV

Record 5
C3H4F4 | ωB97M-V with the def2-TZVPD basis set

```
11
Properties=species:S:1:pos:R:3:forces:R:3
C 0.311 1.275 0.765 -0.144 0.235 0.372
C 0.323 -1.585 -1.275 0.238 0.149 0.897
C -0.943 0.514 0.625 0.401 -1.246 -1.126
F 1.543 -1.034 -1.177 -0.344 -0.213 -0.132
F 0.284 -2.742 -0.605 0.008 0.367 -0.294
F -1.402 -0.206 1.640 0.006 0.294 0.249
F -1.947 1.009 -0.092 -0.094 0.372 0.267
H 0.313 1.870 1.684 -0.006 0.128 0.009
H 0.422 1.932 -0.093 0.015 -0.015 -0.005
H 1.163 0.598 0.809 -0.044 -0.031 -0.029
H -0.067 -1.632 -2.281 -0.037 -0.039 -0.209
```
Positions in Å, forces in eV/Å.

HOMO level (alpha / beta) = -7.95 / -9.06 eV
Relative energy (zero: lowest compared OMol25 entry of this formula, charge and spin) = 318.16 kJ/mol
Frontier orbital gap (alpha / beta) = 8.287 / 9.853 eV
Charge = 0
Energy = -14042.1148 eV

Record 6
C3H4FIO | ωB97M-V with the def2-TZVPD basis set

```
10
Properties=species:S:1:pos:R:3:forces:R:3
C -1.356 -0.291 -1.013 -2.774 3.107 2.393
C -0.671 -1.333 -1.252 1.546 -2.073 -1.221
F -0.743 -2.455 -0.579 -0.088 -0.905 0.633
I 0.587 -1.460 -2.904 0.249 -0.133 -0.064
H -1.118 0.554 -1.634 -0.447 0.330 0.069
H -2.106 -0.189 -0.127 1.521 -0.315 -1.787
C 0.961 0.549 2.237 -2.906 -1.185 0.736
O 1.920 0.528 1.530 -0.432 0.514 0.413
H 0.753 -0.284 3.079 0.750 1.607 -1.282
H -0.065 1.224 2.089 2.581 -0.947 0.110
```
Positions in Å, forces in eV/Å.

HOMO level = -9.48 eV
Relative energy (zero: lowest compared OMol25 entry of this formula, charge and spin) = 203.85 kJ/mol
Frontier orbital gap = 9.975 eV
Charge = 0
SMILES string = C=C(F)I.C=O
Energy = -16038.7869 eV

Record 7
C3H4FIO | ωB97M-V with the def2-TZVPD basis set

```
10
Properties=species:S:1:pos:R:3:forces:R:3
C -0.373 -2.130 0.901 0.667 1.629 -1.305
C -0.070 0.910 -0.509 1.170 -1.865 -2.654
C -1.012 0.389 0.413 -2.000 -1.720 2.935
O 0.429 -2.568 0.170 0.094 -0.233 0.094
F -0.978 0.714 1.760 0.380 0.386 -1.385
I -3.027 -0.025 -0.092 0.444 0.263 -0.095
H -1.076 -2.678 1.505 -0.801 -0.556 0.744
H -0.173 0.270 -1.446 0.059 0.741 1.014
H 0.939 0.749 -0.216 0.983 -0.608 0.825
H 0.004 1.893 -0.864 -0.996 1.963 -0.173
```
Positions in Å, forces in eV/Å.

HOMO level (alpha / beta) = -8.17 / -8.00 eV
Relative energy (zero: lowest compared OMol25 entry of this formula, charge and spin) = 355.11 kJ/mol
Frontier orbital gap (alpha / beta) = 8.198 / 8.258 eV
Charge = 0
Energy = -16037.2191 eV

Record 8
C3H4FIO | ωB97M-V with the def2-TZVPD basis set

```
10
Properties=species:S:1:pos:R:3:forces:R:3
C -1.098 -2.600 0.611 1.357 2.942 0.137
C -0.105 0.175 -0.271 0.070 0.031 -0.017
C 0.640 -0.954 0.330 -2.098 -2.147 0.398
O -2.153 -2.321 1.024 0.262 -0.330 -0.152
F 1.471 -1.637 -0.457 0.042 0.292 0.010
I -0.424 -4.446 -0.172 0.186 -0.872 -0.290
H -0.098 0.084 -1.353 -0.042 -0.003 -0.093
H 0.338 1.131 0.014 0.090 0.072 -0.049
H -1.139 0.180 0.078 0.042 -0.029 0.046
H 0.968 -0.936 1.360 0.091 0.044 0.011
```
Positions in Å, forces in eV/Å.

HOMO level (alpha / beta) = -8.06 / -8.08 eV
Relative energy (zero: lowest compared OMol25 entry of this formula, charge and spin) = 202.19 kJ/mol
Frontier orbital gap (alpha / beta) = 7.769 / 7.539 eV
Charge = 0
Energy = -16038.8040 eV

Record 9
C3H4FN | ωB97M-V with the def2-TZVPD basis set

```
9
Properties=species:S:1:pos:R:3:forces:R:3
N -2.822 0.226 0.013 -1.300 0.324 0.088
C -1.733 -0.097 -0.062 5.012 -0.850 -0.487
C -0.086 -0.628 -0.098 -4.683 2.449 2.637
C 0.879 0.493 0.159 1.268 2.727 -2.341
F 2.153 0.034 -0.214 0.209 -0.798 0.345
H -0.212 -1.169 0.817 0.605 -1.620 -0.153
H 0.021 -1.038 -1.059 0.379 -1.064 -0.771
H 1.085 0.962 1.200 -1.340 -0.797 -1.824
H 0.715 1.217 -0.757 -0.150 -0.369 2.507
```
Positions in Å, forces in eV/Å.

HOMO level = -12.09 eV
Relative energy (zero: lowest compared OMol25 entry of this formula, charge and spin) = 113.01 kJ/mol
Frontier orbital gap = 12.758 eV
Charge = 0
SMILES string = N#CCCF
Energy = -7381.3647 eV

Record 10
C3H4FN | ωB97M-V with the def2-TZVPD basis set

```
9
Properties=species:S:1:pos:R:3:forces:R:3
C -0.717 -0.702 0.235 -1.851 0.993 -1.589
C 0.349 0.310 0.414 0.232 1.653 -2.811
F 1.307 -0.023 1.292 0.448 0.018 0.027
C 1.008 0.733 -1.087 -1.140 -0.920 3.351
N 1.419 1.140 -2.078 0.037 -0.051 -0.191
H -0.412 -1.478 -0.442 -0.278 -0.362 -0.364
H -1.628 -0.082 -0.116 1.417 -1.255 -0.288
H -1.138 -1.120 1.110 0.320 -0.425 1.370
H -0.189 1.222 0.673 0.815 0.350 0.495
```
Positions in Å, forces in eV/Å.

HOMO level = -12.18 eV
Relative energy (zero: lowest compared OMol25 entry of this formula, charge and spin) = 52.59 kJ/mol
Frontier orbital gap = 12.866 eV
Charge = 0
SMILES string = C[C@@H](F)C#N
Energy = -7381.9910 eV

Record 11
C3H4FN3 | ωB97M-V with the def2-TZVPD basis set

```
11
Properties=species:S:1:pos:R:3:forces:R:3
N -2.273 -0.524 0.110 -0.526 -1.123 -2.958
N -0.962 -0.048 -0.075 -2.874 -1.680 -0.053
C -0.674 1.242 -0.025 0.967 1.186 -0.142
C 0.714 1.254 0.057 1.516 1.011 -0.712
C 1.120 -0.096 -0.098 -3.889 -0.042 1.054
F 2.255 -0.666 0.098 2.145 -0.288 -0.297
N 0.042 -0.918 -0.144 1.525 1.580 0.394
H -2.468 -1.261 -0.670 0.479 1.704 2.066
H -2.406 -0.946 1.018 0.455 -0.164 0.108
H -1.406 2.079 -0.184 0.804 -1.351 0.631
H 1.372 2.143 0.115 -0.603 -0.833 -0.092
```
Positions in Å, forces in eV/Å.

HOMO level = -9.32 eV
Relative energy (zero: lowest compared OMol25 entry of this formula, charge and spin) = 205.20 kJ/mol
Frontier orbital gap = 10.356 eV
Charge = 0
SMILES string = Nn1ccc(F)n1
Energy = -10361.5942 eV

Record 12
C3H4FN3O | ωB97M-V with the def2-TZVPD basis set

```
12
Properties=species:S:1:pos:R:3:forces:R:3
N 2.617 -0.778 0.097 1.693 -1.964 1.051
N 1.999 0.503 -0.041 -0.904 -0.264 -0.726
C 0.719 0.332 -0.055 0.178 3.168 -0.224
N -0.082 -0.755 -0.158 0.495 -0.441 0.323
C -1.399 -0.292 -0.041 -2.064 -1.899 0.398
F -2.547 -1.029 0.094 1.968 -0.108 -0.590
C -1.443 1.004 0.057 1.477 3.272 -0.877
O -0.098 1.484 0.011 0.088 -1.894 -0.064
H 3.043 -0.701 1.072 -0.203 -0.682 -2.149
H 3.336 -1.187 -0.639 -1.825 2.183 1.870
H 0.493 -1.597 -0.301 -1.215 -0.111 0.320
H -2.165 1.826 -0.122 0.312 -1.260 0.668
```
Positions in Å, forces in eV/Å.

HOMO level = -8.38 eV
Relative energy (zero: lowest compared OMol25 entry of this formula, charge and spin) = 283.39 kJ/mol
Frontier orbital gap = 9.174 eV
Charge = 0
SMILES string = N/N=c1\[nH]c(F)co1
Energy = -12407.9922 eV